{"formula": "H14O7", "method": "ωB97M-V/def2-TZVPD", "energy_ev": -14561.381, "lumo_energy_ev": 0.4, "smiles": "O.O.O.O.O.O.O", "relative_energy_kcal_mol": 1.9, "symbols": ["O", "H", "H", "O", "H", "H", "O", "H", "H", "O", "H", "H", "O", "H", "H", "O", "H", "H", "O", "H", "H"], "positions_angstrom": [[1.044, 0.394, -2.697], [1.063, -0.429, -3.217], [1.473, 0.179, -1.835], [0.107, -1.706, 1.110], [0.397, -2.490, 1.600], [-0.055, -1.023, 1.815], [-2.081, -1.426, -0.557], [-2.040, -2.074, -1.267], [-1.355, -1.674, 0.053], [-1.307, 1.068, -1.422], [-0.545, 0.860, -2.019], [-1.663, 0.179, -1.179], [1.920, -0.004, -0.188], [1.418, 0.763, 0.142], [1.436, -0.754, 0.213], [-0.098, 0.292, 2.867], [-0.147, 1.019, 2.172], [0.761, 0.443, 3.279], [0.073, 1.908, 0.652], [0.146, 2.873, 0.577], [-0.546, 1.602, -0.100]], "atomic_forces_ev_per_a": [[-0.03, -0.50, -0.41], [0.04, 0.53, 0.30], [0.04, -0.06, -0.08], [0.05, -0.36, 0.43], [-0.13, 0.16, -0.23], [0.10, -0.04, -0.04], [0.11, -0.22, 0.05], [-0.09, -0.01, -0.01], [-0.11, 0.09, -0.09], [0.27, -0.45, -0.04], [-0.35, 0.15, 0.21], [0.05, 0.44, -0.07], [-0.08, -0.23, 0.20], [0.13, 0.13, 0.02], [0.18, 0.15, -0.17], [0.04, 0.87, -0.68], [0.00, -0.67, 0.62], [-0.06, -0.08, 0.06], [-0.34, 0.32, -0.26], [-0.09, -0.49, 0.02], [0.26, 0.30, 0.20]], "mulliken_charge": [-0.757, 0.304, 0.446, -0.829, 0.287, 0.445, -0.728, 0.329, 0.437, -0.768, 0.426, 0.424, -0.783, 0.423, 0.458, -0.762, 0.397, 0.342, -0.798, 0.271, 0.436]}

***

{"formula": "CH4Cl2NOP", "method": "ωB97M-V/def2-TZVPD", "energy_ev": -38973.954, "lumo_energy_ev": 0.7, "smiles": "OP(Cl)Cl.C=N", "relative_energy_kcal_mol": 30.1, "symbols": ["O", "P", "Cl", "Cl", "H", "C", "N", "H", "H", "H"], "positions_angstrom": [[0.361, -0.301, -1.345], [1.582, 0.315, -0.603], [1.653, 2.113, -1.559], [3.100, -0.743, -1.448], [-0.332, -0.431, -0.722], [-1.008, -0.423, 1.307], [-1.586, 0.234, 0.426], [-0.095, -1.054, 0.990], [-1.321, -0.497, 2.347], [-2.355, 0.788, 0.607]], "atomic_forces_ev_per_a": [[0.46, -0.96, -2.15], [1.10, 0.71, 1.44], [0.35, 0.45, -0.37], [0.38, -0.06, -0.41], [-1.96, 0.18, 0.58], [1.05, -1.45, 0.66], [1.83, -0.98, -1.80], [-1.37, 0.85, 0.88], [0.10, 0.06, 0.15], [-1.94, 1.19, 1.03]], "mulliken_charge": [-0.370, 0.411, -0.236, -0.228, 0.438, -0.186, -0.452, 0.133, 0.283, 0.205]}

***

{"formula": "C33H28BrN4O5Os", "method": "ωB97M-V/def2-TZVPD", "energy_ev": -123375.912, "lumo_energy_ev": [-4.5, -4.7], "relative_energy_kcal_mol": 10.3, "total_charge": 1, "symbols": ["Os", "O", "C", "C", "C", "C", "C", "C", "C", "O", "N", "N", "C", "C", "Br", "C", "C", "C", "C", "C", "C", "C", "H", "H", "H", "H", "H", "H", "H", "H", "H", "H", "H", "H", "H", "H", "O", "C", "N", "C", "C", "O", "N", "C", "C", "C", "C", "C", "C", "C", "C", "C", "C", "C", "C", "H", "H", "H", "H", "H", "H", "H", "H", "H", "H", "H", "C", "C", "O", "H", "H", "H"], "positions_angstrom": [[-0.687, -2.073, -0.578], [-4.883, -4.135, 2.385], [-5.358, -3.010, 1.779], [-6.658, -2.557, 1.959], [-7.078, -1.405, 1.315], [-6.210, -0.698, 0.495], [-4.914, -1.154, 0.319], [-4.479, -2.309, 0.955], [-3.077, -2.820, 0.766], [-2.558, -2.462, -0.522], [-2.223, -2.317, 1.825], [-0.904, -2.207, 1.355], [0.037, -1.833, 2.158], [1.406, -1.647, 1.754], [1.841, -2.097, -0.064], [2.332, -1.249, 2.646], [3.757, -1.007, 2.475], [4.274, -0.318, 1.377], [5.638, -0.112, 1.273], [6.496, -0.597, 2.250], [5.988, -1.267, 3.355], [4.623, -1.453, 3.478], [-5.586, -4.554, 2.892], [-7.336, -3.107, 2.599], [-8.093, -1.059, 1.457], [-6.542, 0.199, -0.007], [-4.225, -0.616, -0.318], [-3.066, -3.913, 0.814], [-2.527, -1.394, 2.137], [-0.217, -1.664, 3.200], [1.951, -1.117, 3.657], [3.614, 0.099, 0.629], [6.033, 0.436, 0.430], [7.562, -0.439, 2.158], [6.654, -1.631, 4.124], [4.221, -1.960, 4.347], [-1.887, 0.491, 0.948], [-1.089, 0.813, 0.085], [-0.729, 2.059, -0.285], [0.374, 2.093, -1.230], [0.530, 0.578, -1.504], [1.281, 0.061, -2.292], [-0.346, -0.086, -0.682], [0.021, 2.859, -2.504], [0.857, 2.797, -3.615], [0.553, 3.516, -4.759], [-0.582, 4.312, -4.808], [-1.418, 4.376, -3.706], [-1.121, 3.648, -2.561], [1.665, 2.620, -0.589], [1.609, 3.499, 0.486], [2.771, 4.023, 1.035], [4.006, 3.677, 0.514], [4.070, 2.804, -0.561], [2.912, 2.274, -1.108], [-1.102, 2.854, 0.202], [1.739, 2.175, -3.601], [1.209, 3.453, -5.618], [-0.814, 4.877, -5.701], [-2.309, 4.988, -3.732], [-1.801, 3.699, -1.723], [0.661, 3.798, 0.911], [2.704, 4.710, 1.868], [4.912, 4.091, 0.937], [5.029, 2.534, -0.985], [2.982, 1.588, -1.940], [-1.323, -4.687, -2.335], [-0.638, -3.402, -2.075], [-0.036, -2.675, -2.806], [-1.161, -4.991, -3.366], [-2.384, -4.536, -2.128], [-0.953, -5.446, -1.646]], "atomic_forces_ev_per_a": [[-1.01, -0.17, -0.63], [0.01, -0.04, 0.01], [-0.01, 0.03, -0.02], [0.02, 0.00, -0.01], [0.01, 0.01, -0.01], [0.01, 0.02, 0.00], [-0.01, 0.02, 0.04], [0.03, -0.06, -0.03], [-0.15, -0.01, 0.04], [0.12, -0.50, 0.07], [0.22, 0.18, 0.34], [-0.12, 0.29, 0.45], [-0.14, -0.34, -0.10], [0.25, 0.07, 0.17], [0.10, 0.01, 0.36], [-0.25, -0.06, -0.12], [0.12, -0.01, -0.01], [-0.03, -0.03, -0.03], [0.04, 0.00, 0.01], [0.00, 0.01, -0.01], [0.00, 0.00, 0.01], [-0.03, 0.02, 0.00], [0.00, 0.00, 0.00], [-0.01, -0.01, 0.01], [-0.01, 0.00, 0.00], [0.00, 0.01, -0.01], [0.01, 0.00, -0.01], [-0.04, 0.04, -0.03], [0.07, 0.02, -0.23], [0.02, -0.03, 0.00], [-0.01, -0.03, 0.02], [-0.04, 0.00, -0.03], [0.00, 0.02, -0.02], [0.01, 0.00, 0.00], [0.00, -0.01, 0.01], [0.00, -0.01, 0.01], [-0.03, 0.06, -0.06], [-0.13, -0.06, 0.27], [0.04, 0.05, 0.01], [-0.03, -0.05, -0.01], [-0.04, 0.23, -0.14], [0.03, 0.00, 0.02], [0.74, -0.35, -0.45], [-0.01, 0.03, -0.01], [0.00, 0.00, 0.00], [-0.01, 0.01, 0.00], [0.00, 0.00, 0.00], [0.00, 0.00, -0.02], [0.01, -0.03, -0.01], [0.03, 0.02, -0.03], [0.02, -0.01, 0.02], [-0.02, 0.01, 0.01], [0.02, -0.01, -0.01], [0.02, 0.00, 0.03], [-0.02, 0.02, -0.01], [0.02, 0.01, 0.02], [0.01, -0.01, 0.00], [0.01, 0.00, -0.01], [0.00, 0.01, -0.01], [-0.01, 0.01, 0.00], [-0.01, 0.00, 0.01], [-0.02, 0.00, 0.01], [0.00, 0.01, 0.01], [0.01, 0.01, 0.01], [0.02, 0.00, -0.01], [0.00, -0.02, 0.00], [0.00, -0.14, 0.15], [0.38, -0.08, 0.49], [-0.19, 0.80, -0.49], [0.01, 0.01, -0.03], [0.02, 0.01, -0.01], [-0.01, 0.01, 0.00]], "mulliken_charge": [0.037, -0.555, 0.909, -0.774, -0.532, -0.931, -0.018, -0.497, 0.567, -0.504, -0.611, 0.417, -0.234, 0.727, 0.001, -0.994, 0.401, 0.040, -0.682, -0.495, -0.621, -0.493, 0.332, 0.298, 0.402, 0.409, 0.336, 0.389, 0.401, 0.428, 0.418, 0.406, 0.411, 0.406, 0.391, 0.437, -0.631, -0.299, 0.204, 2.766, -0.145, -0.625, 0.205, -0.345, -0.006, -1.018, -0.495, -0.889, -0.311, 0.105, -0.338, -0.956, -0.605, -0.992, 0.074, 0.404, 0.266, 0.414, 0.407, 0.417, 0.342, 0.307, 0.431, 0.449, 0.535, 0.266, -0.983, 0.857, -0.400, 0.360, 0.273, 0.330]}

***

{"formula": "C32H26N6O3PRuS2Se2", "method": "ωB97M-V/def2-TZVPD", "energy_ev": -212925.741, "lumo_energy_ev": [-0.1, -0.2], "spin_multiplicity": 2, "symbols": ["Ru", "O", "C", "C", "C", "C", "C", "C", "C", "O", "N", "N", "C", "C", "C", "C", "C", "C", "C", "O", "H", "H", "H", "H", "H", "H", "H", "H", "H", "H", "N", "C", "N", "C", "C", "S", "C", "C", "S", "C", "N", "N", "H", "H", "H", "H", "H", "H", "Se", "P", "Se", "C", "C", "C", "C", "C", "C", "C", "C", "C", "C", "C", "C", "H", "H", "H", "H", "H", "H", "H", "H", "H", "H"], "positions_angstrom": [[-0.573, 0.679, -0.432], [1.181, 3.365, -3.533], [1.413, 2.420, -4.465], [1.998, 2.832, -5.662], [2.260, 1.916, -6.662], [1.942, 0.571, -6.497], [1.350, 0.161, -5.320], [1.074, 1.068, -4.296], [0.406, 0.614, -3.064], [0.592, 1.321, -1.996], [-0.371, -0.442, -3.110], [-0.923, -0.693, -1.849], [-1.488, -1.833, -1.676], [-2.083, -2.260, -0.430], [-2.302, -3.625, -0.219], [-2.816, -4.079, 0.978], [-3.135, -3.154, 1.973], [-2.955, -1.799, 1.781], [-2.429, -1.314, 0.574], [-2.320, -0.025, 0.356], [0.880, 2.915, -2.720], [2.241, 3.879, -5.777], [2.721, 2.254, -7.581], [2.157, -0.145, -7.279], [1.082, -0.875, -5.166], [-1.464, -2.518, -2.520], [-2.049, -4.326, -1.007], [-2.969, -5.137, 1.143], [-3.532, -3.506, 2.918], [-3.208, -1.080, 2.549], [1.389, 3.558, 0.834], [0.053, 3.755, 0.721], [-0.692, 3.056, -0.095], [-1.998, 3.514, -0.086], [-2.250, 4.523, 0.776], [-0.795, 4.979, 1.593], [-2.923, 2.897, -1.042], [-4.215, 3.235, -1.244], [-4.860, 2.304, -2.546], [-3.316, 1.531, -2.734], [-2.413, 1.915, -1.874], [-3.092, 0.653, -3.736], [1.718, 2.678, 0.458], [1.852, 3.867, 1.671], [-3.176, 5.039, 0.959], [-4.811, 3.968, -0.729], [-3.870, 0.264, -4.236], [-2.199, 0.170, -3.765], [1.372, -0.830, -0.022], [1.124, -0.625, 2.122], [-0.305, 0.949, 2.288], [0.568, -2.166, 2.897], [0.850, -3.397, 2.316], [0.465, -4.568, 2.951], [-0.205, -4.511, 4.164], [-0.499, -3.282, 4.739], [-0.120, -2.111, 4.106], [2.710, -0.278, 2.937], [3.745, -1.206, 2.829], [4.973, -0.946, 3.411], [5.175, 0.241, 4.106], [4.146, 1.162, 4.219], [2.914, 0.905, 3.632], [1.343, -3.440, 1.352], [0.678, -5.524, 2.491], [-0.512, -5.426, 4.655], [-1.036, -3.235, 5.678], [-0.368, -1.150, 4.541], [3.593, -2.133, 2.288], [5.774, -1.668, 3.324], [6.136, 0.444, 4.560], [4.300, 2.084, 4.765], [2.101, 1.618, 3.714]], "atomic_forces_ev_per_a": [[-0.51, -0.11, -1.13], [0.02, -0.01, 0.01], [0.03, 0.01, 0.01], [0.00, -0.02, -0.02], [0.01, 0.02, 0.00], [0.00, 0.00, 0.01], [-0.04, -0.01, -0.05], [0.01, -0.04, -0.04], [-0.18, -0.09, 0.11], [0.15, 0.11, 0.05], [0.04, 0.10, 0.09], [0.29, -0.30, -0.17], [-0.12, 0.07, 0.10], [0.07, 0.10, 0.06], [-0.03, 0.01, 0.07], [0.03, -0.06, -0.07], [0.00, 0.05, 0.07], [-0.03, -0.09, -0.02], [-0.04, 0.01, -0.42], [0.17, -0.14, 0.35], [-0.01, 0.00, 0.00], [0.00, 0.00, 0.01], [0.00, 0.00, 0.00], [0.00, 0.00, 0.00], [0.01, 0.00, 0.01], [-0.03, 0.01, -0.01], [0.01, 0.00, -0.01], [0.00, 0.00, 0.01], [0.00, 0.00, 0.00], [0.00, 0.01, 0.00], [0.06, 0.05, -0.04], [0.13, -0.04, -0.19], [-0.04, 0.11, 0.39], [-0.05, -0.02, -0.02], [0.03, 0.00, -0.04], [-0.02, 0.02, -0.02], [-0.04, 0.06, -0.02], [0.05, -0.08, 0.00], [-0.01, 0.05, -0.01], [0.10, -0.07, 0.07], [0.04, 0.10, 0.31], [-0.01, -0.07, 0.03], [0.00, -0.01, 0.03], [-0.03, -0.03, 0.02], [0.00, 0.02, -0.01], [-0.01, -0.01, 0.01], [0.02, -0.01, 0.00], [0.00, 0.05, -0.02], [0.07, 0.11, 0.10], [-0.02, -0.01, 0.19], [-0.02, 0.19, 0.36], [0.00, -0.05, -0.08], [-0.04, 0.00, -0.06], [-0.03, -0.01, 0.04], [0.01, -0.01, -0.03], [-0.03, 0.01, 0.00], [0.05, 0.05, 0.07], [0.03, -0.02, -0.08], [-0.02, -0.05, 0.00], [0.01, 0.01, 0.02], [0.00, 0.00, 0.00], [0.01, 0.00, 0.01], [-0.04, 0.03, 0.02], [0.00, 0.02, 0.00], [0.00, 0.00, 0.00], [0.00, 0.00, 0.00], [0.00, 0.00, 0.00], [0.00, 0.00, -0.01], [-0.01, 0.00, 0.00], [0.00, 0.00, -0.01], [0.00, 0.00, 0.00], [0.00, 0.00, 0.00], [0.00, 0.00, -0.01]], "mulliken_charge": [1.192, -0.714, 0.337, -0.779, -0.269, -0.856, -0.387, 0.192, 0.719, -0.681, -1.416, 1.725, -0.637, 0.643, -0.811, -0.803, -0.418, -0.324, 0.277, -0.748, 0.373, 0.438, 0.384, 0.400, 0.404, 0.346, 0.398, 0.403, 0.443, 0.435, -0.411, 0.234, 0.403, -0.426, -0.212, -0.257, -0.542, -0.368, -0.278, 0.348, 0.593, -0.306, 0.126, 0.262, 0.441, 0.430, 0.208, 0.134, -0.405, -0.034, -0.463, 0.712, -0.195, -0.757, -0.442, -0.709, -0.416, 0.831, -0.522, -0.671, -0.452, -0.641, -0.288, 0.333, 0.400, 0.397, 0.411, 0.408, 0.339, 0.401, 0.376, 0.401, 0.343]}